1.
Here is a 11-piece molecular cluster, H22O11 overall from OMol25. Energies are from ωB97M-V/def2-TZVPD.

Geometry as XYZ:
```
33
H22O11, DFT ωB97M-V/def2-TZVPD
O -2.63 -1.49 -0.89
O 4.10 0.19 -1.94
O 3.07 -2.10 2.49
O 0.60 0.43 -0.61
O -2.87 0.49 -0.08
O 2.17 1.59 1.19
O -1.78 3.81 0.17
O -3.79 -2.80 1.04
O 1.32 -3.93 -4.16
O -1.39 0.90 2.30
O 0.40 3.27 0.23
H 0.68 2.48 -0.24
H 1.59 -3.13 -3.68
H -1.80 1.00 3.17
H 1.49 -4.64 -3.53
H 3.05 1.26 1.43
H -0.90 4.20 0.12
H 3.76 0.95 -1.46
H -2.84 1.08 -0.84
H -2.08 -1.26 -0.12
H -2.48 -0.76 -1.50
H 2.31 -2.68 2.43
H -1.74 3.06 -0.42
H 3.67 -2.42 1.80
H 1.40 -0.08 -0.46
H 2.31 2.01 0.33
H -2.94 -2.95 0.60
H 4.40 -0.41 -1.25
H -3.66 0.76 0.40
H -1.09 1.79 2.08
H 0.18 2.95 1.12
H -0.11 -0.16 -0.32
H -4.39 -3.40 0.60
```

Values from the calculation:
Energy relative to the best compared isomer or geometry (same formula, charge and spin) = 4.594 eV
Energy = -840.7113 a.u.
SMILES string = O.O.O.O.O.O.O.O.O.O.O



2.
Here is C8H9NO as an isolated structure from OMol25. Energies are from ωB97M-V/def2-TZVPD.

Geometry as XYZ:
```
19
C8H9NO, DFT ωB97M-V/def2-TZVPD
O -1.60 1.51 1.52
N -1.25 2.04 -0.61
C 1.94 -0.79 -0.78
C -0.90 1.28 0.37
C -1.99 2.52 -1.44
C 0.31 0.44 0.43
C 2.37 -1.43 0.35
C 1.64 -1.20 1.50
C 0.61 -0.26 1.55
C 1.01 0.23 -0.74
H 0.74 0.69 -1.73
H 0.18 -0.09 2.56
H 1.86 -2.01 2.26
H 3.17 -2.19 0.41
H -1.44 -0.71 -1.36
H -1.77 3.49 -1.71
H -1.02 1.75 2.26
H 2.61 -0.89 -1.69
H -1.77 -1.42 -1.61
```

Values from the calculation:
Energy relative to the best compared isomer or geometry (same formula, charge and spin) = 0.339 eV
Energy = -439.9957 a.u.
Multiplicity = 3



3.
Here is C12H37O8V2 as an isolated structure from OMol25. Energies are from ωB97M-V/def2-TZVPD.

Geometry as XYZ:
```
59
C12H37O8V2, DFT ωB97M-V/def2-TZVPD
V -12.19 16.68 20.05
V -13.65 17.53 17.06
O -11.96 16.57 17.95
O -12.72 14.56 19.97
O -10.00 15.96 20.31
O -12.50 19.38 17.88
O -8.48 18.08 20.42
O -11.67 13.89 17.60
O -14.38 17.46 19.31
O -13.03 17.71 14.89
C -8.49 14.22 20.02
C -9.65 13.59 16.30
C -14.78 13.47 20.66
C -12.35 20.63 17.31
C -11.71 17.54 14.40
C -13.30 13.64 20.87
C -10.89 20.72 16.87
C -9.49 14.86 20.97
C -15.60 17.57 20.01
C -7.97 18.51 19.16
C -8.74 17.85 18.00
C -11.19 13.51 16.34
H -11.27 18.44 13.99
H -8.02 13.41 20.57
H -13.02 20.78 16.46
H -9.35 18.47 20.50
H -9.81 18.00 18.17
H -16.27 16.77 19.71
H -15.03 13.16 19.65
H -12.57 14.09 19.15
H -15.44 17.45 21.08
H -11.52 12.49 16.17
H -9.32 13.43 15.28
H -15.26 14.43 20.88
H -11.03 16.58 17.65
H -10.67 20.02 16.07
H -7.70 14.93 19.79
H -8.50 16.80 17.87
H -11.67 16.77 13.62
H -12.76 12.69 20.85
H -10.54 21.70 16.55
H -15.26 12.75 21.32
H -11.09 17.10 15.18
H -11.62 14.85 17.66
H -11.60 14.19 15.60
H -9.28 16.60 20.35
H -10.25 20.45 17.72
H -13.24 14.04 21.89
H -12.52 21.44 18.02
H -10.36 14.22 21.12
H -8.06 19.59 19.14
H -11.99 19.47 18.69
H -9.18 15.16 21.97
H -9.36 14.53 16.77
H -6.91 18.34 19.02
H -8.96 13.97 19.07
H -16.13 18.48 19.72
H -9.21 12.85 16.97
H -8.51 18.28 17.03
```

Values from the calculation:
Charge = +1
Energy relative to the best compared isomer or geometry (same formula, charge and spin) = 1.951 eV
Energy = -2969.0188 a.u.
Multiplicity = 7



4.
Here is a 2-piece molecular cluster, C21H30N4O6 overall from OMol25. Energies are from ωB97M-V/def2-TZVPD.

Geometry as XYZ:
```
61
C21H30N4O6, DFT ωB97M-V/def2-TZVPD
O 1.22 -2.68 3.93
O -1.89 1.89 -3.01
O -0.61 -2.09 -0.33
O 3.69 -2.40 -0.87
O 2.05 -1.72 3.41
O -3.73 2.42 -1.99
N 1.58 -1.31 -0.89
N 5.35 0.61 -0.56
N -3.06 2.22 -2.99
N -0.76 4.63 -1.04
C 2.26 -2.14 2.02
C 2.91 -1.00 1.12
C -0.06 0.67 3.85
C 4.51 1.29 0.16
C 0.92 -0.15 -0.18
C -2.30 -3.73 -1.03
C -4.40 -4.27 0.33
C -0.40 2.17 -0.43
C 0.28 3.56 -0.91
C -3.55 -4.52 -0.88
C 1.84 1.36 1.94
C -0.37 -0.91 0.47
C 2.10 0.30 0.78
C -1.83 -2.69 -0.03
C 0.67 1.00 2.92
C -2.70 -2.42 1.15
C -3.97 -3.22 1.30
C -3.75 2.38 -4.30
C 3.00 1.20 -0.25
C 2.86 -1.70 -0.34
C 0.22 0.89 -1.16
H -2.40 -1.65 1.92
H 6.31 0.76 -0.23
H -1.68 -3.94 -1.96
H 1.05 3.82 -0.11
H -5.34 -4.89 0.46
H 1.63 2.41 1.57
H -0.65 0.34 -1.64
H -0.69 0.73 4.78
H 0.77 3.37 -1.91
H -0.44 2.09 0.70
H 2.96 0.81 -1.31
H -4.64 -3.05 2.20
H 1.55 -1.17 -1.91
H 0.91 1.21 -2.00
H -4.10 3.41 -4.36
H -0.33 5.48 -0.65
H 1.34 -2.64 1.57
H 4.94 1.92 0.99
H -0.22 -1.17 1.57
H -1.60 4.38 -0.51
H -1.48 2.27 -0.77
H -1.30 -0.25 0.43
H -4.58 1.68 -4.33
H -3.04 2.17 -5.09
H 3.94 -0.90 1.60
H 3.04 -2.97 2.09
H -3.80 -5.29 -1.67
H 0.34 -2.30 4.13
H 2.61 2.27 -0.30
H 2.81 1.44 2.52
```

Values from the calculation:
Energy relative to the best compared isomer or geometry (same formula, charge and spin) = 13.513 eV
Energy = -1488.2146 a.u.
SMILES string = [H]/N=C/C[C@]1(CC#C)[C@@H](COO)C(=O)N[C@@]1(CCCN)COc1ccccc1.C[N+](=O)[O-]



5.
Here is one molecule with the formula C4H7BrO from OMol25. Energies are from ωB97M-V/def2-TZVPD.

Geometry as XYZ:
```
13
C4H7BrO, DFT ωB97M-V/def2-TZVPD
Br -3.72 0.54 0.13
O -1.67 -1.32 -0.35
C 0.70 -0.29 0.29
C 1.76 0.66 -0.29
C -2.10 -0.30 0.47
C -0.61 -0.31 -0.53
H 1.11 -1.33 0.32
H 2.47 1.08 0.45
H -1.68 -0.35 1.54
H 2.35 0.08 -0.94
H -0.58 0.19 -1.49
H 1.39 1.35 -0.98
H 0.58 0.00 1.39
```

Values from the calculation:
Energy relative to the best compared isomer or geometry (same formula, charge and spin) = 2.778 eV
Energy = -2805.7537 a.u.
SMILES string = CC[C@H]1O[C@@H]1Br



6.
Here is C36H35BClCrIN6O3S2 as an isolated structure from OMol25. Energies are from ωB97M-V/def2-TZVPD.

Geometry as XYZ:
```
86
C36H35BClCrIN6O3S2, DFT ωB97M-V/def2-TZVPD
I -4.63 1.49 -0.60
Cr 0.49 0.64 0.29
Cl -2.26 3.36 -5.43
S -0.93 -2.46 2.23
S -1.53 4.41 2.42
O -0.58 -2.20 -0.88
O 1.58 -1.67 -1.40
O -1.51 0.64 -0.25
N -2.90 -1.26 0.91
N 2.40 -0.13 1.07
N -3.55 -2.99 2.26
N 0.60 1.13 -1.77
N -0.21 2.83 0.69
N 0.29 0.83 2.21
C 1.62 1.92 -3.76
C -0.22 -3.13 -1.91
C -0.61 1.53 -2.25
C -0.62 -4.51 -1.45
C 1.11 4.47 -0.54
C 2.15 -0.58 2.36
C 3.52 -0.52 0.53
C 0.70 -0.28 4.29
C 1.80 -2.77 -3.52
C 1.51 -1.22 4.98
C -4.96 -2.76 2.03
C 0.17 4.07 0.46
C -1.03 -2.74 -3.15
C -0.75 2.16 -3.50
C 1.39 5.80 -0.70
C -0.54 0.35 4.78
C -0.35 1.92 2.92
C 4.42 -1.39 1.16
C 2.98 -1.45 3.07
C 4.15 -1.87 2.41
C -1.73 1.26 -1.37
C 2.61 -1.79 4.41
C -1.10 1.36 4.10
C -3.11 2.37 -3.08
C -2.96 1.71 -1.83
C 1.33 -2.93 -2.09
C 0.78 6.78 0.12
C -0.12 6.43 1.11
C -2.04 2.57 -3.89
C -2.54 -2.22 1.77
C 1.66 1.31 -2.50
C 1.00 -0.01 2.98
C -0.43 5.09 1.29
C 2.16 -3.98 -1.38
C 0.43 2.35 -4.26
C -1.11 2.73 1.85
B 0.45 -1.31 -0.62
H 2.86 -2.47 -3.50
H -2.04 1.82 4.43
H -4.08 2.72 -3.39
H 3.22 -3.69 -1.43
H -5.25 -2.98 1.00
H -0.81 -1.71 -3.45
H -1.01 -0.05 5.67
H 2.60 0.97 -2.08
H -5.53 -3.40 2.68
H 1.24 -2.01 -4.06
H 2.10 6.10 -1.46
H -2.03 2.22 1.57
H 2.06 -4.97 -1.84
H -3.85 -1.14 0.61
H -5.23 -1.72 2.25
H 1.89 -4.05 -0.32
H 2.54 2.06 -4.32
H -0.83 -3.41 -3.99
H -2.09 -2.79 -2.89
H 1.03 7.83 -0.03
H -0.57 7.19 1.75
H -2.20 -0.65 0.51
H 3.21 -2.51 4.95
H 4.84 -2.55 2.90
H 0.42 2.61 3.29
H 1.73 -3.72 -4.07
H -0.28 -5.27 -2.17
H 3.73 -0.14 -0.47
H 5.32 -1.67 0.64
H 0.37 2.84 -5.22
H -1.71 -4.57 -1.38
H -3.25 -3.70 2.91
H -0.21 -4.74 -0.47
H 1.24 -1.49 6.00
H 1.58 3.72 -1.16
```

Values from the calculation:
Energy relative to the best compared isomer or geometry (same formula, charge and spin) = 2.530 eV
Energy = -4570.8460 a.u.
Multiplicity = 5



- Among the records above, which one has the lowest energy relative to the best compared isomer or geometry (same formula, charge and spin)?
  C8H9NO



- Among the records above, which one has the lowest energy?
  C36H35BClCrIN6O3S2



- Look up the energy relative to the best compared isomer or geometry (same formula, charge and spin) of the sixth one.
  2.530 eV



What did the fifth record say?
Here is one molecule with the formula C4H7BrO from OMol25. Energies are from ωB97M-V/def2-TZVPD.

Geometry as XYZ:
```
13
C4H7BrO, DFT ωB97M-V/def2-TZVPD
Br -3.72 0.54 0.13
O -1.67 -1.32 -0.35
C 0.70 -0.29 0.29
C 1.76 0.66 -0.29
C -2.10 -0.30 0.47
C -0.61 -0.31 -0.53
H 1.11 -1.33 0.32
H 2.47 1.08 0.45
H -1.68 -0.35 1.54
H 2.35 0.08 -0.94
H -0.58 0.19 -1.49
H 1.39 1.35 -0.98
H 0.58 0.00 1.39
```

Values from the calculation:
Energy relative to the best compared isomer or geometry (same formula, charge and spin) = 2.778 eV
Energy = -2805.7537 a.u.
SMILES string = CC[C@H]1O[C@@H]1Br